C17H15GeNS4SeY as an isolated structure at a distorted geometry, computed with ωB97M-V/def2-TZVPD.

Values from the calculation:
LUMO	-0.1845	hartree
charge	+1
ΔE to the lowest compared entry with this formula, charge and spin	145.9	kcal per mole
orbital gap	5.2279	eV

The geometry in XYZ format:
```
40
Properties=species:S:1:pos:R:3:forces:R:3
Y -0.63798 -1.76757 -0.04795 2.868 1.283 -0.030
S 0.56021 0.93433 1.68443 -0.442 -0.608 -0.194
S 2.36201 1.33602 0.86160 0.151 -0.336 -0.341
S 2.52816 -0.12440 -0.67870 0.449 0.842 0.169
S 2.43842 -1.88880 0.20519 -1.596 -0.629 0.298
Se 0.87141 -0.86261 3.02076 -0.272 -0.008 -0.088
C -0.09878 -0.20154 4.55545 -0.085 0.023 -0.328
C -1.43480 0.15549 4.43469 0.067 -0.013 0.156
C -2.09028 0.59545 5.57677 0.013 -0.013 -0.131
N -1.50264 0.67382 6.76416 -0.065 0.061 0.175
C -0.22650 0.32643 6.86407 0.029 -0.015 -0.071
C 0.53118 -0.11502 5.78415 0.059 -0.021 -0.032
H -1.95301 0.09098 3.48722 -0.060 0.009 0.020
H -3.13307 0.88995 5.53650 0.016 -0.007 -0.021
H 0.21929 0.40976 7.84841 0.011 -0.015 -0.015
H 1.57364 -0.37581 5.90638 -0.002 0.007 0.020
Ge 0.49983 -0.02260 -2.51391 -1.323 -0.847 -0.239
C 1.38596 -1.63102 -3.24704 -0.139 0.379 0.169
C 0.94121 -2.92528 -2.99916 -0.018 0.074 -0.055
C 1.66767 -4.02912 -3.41305 -0.122 -0.086 0.086
C 2.85917 -3.84504 -4.09955 -0.004 -0.010 -0.028
C 3.29454 -2.56239 -4.39747 0.048 -0.055 -0.015
C 2.56647 -1.46120 -3.96689 0.003 -0.040 0.062
C -1.28313 0.23638 -3.37505 0.692 -0.133 0.098
C -2.34578 -0.63257 -3.19421 -0.016 0.189 -0.103
C -3.46631 -0.56711 -4.00824 -0.107 -0.124 0.126
C -3.53052 0.39391 -5.00714 0.018 -0.008 -0.006
C -2.47817 1.27997 -5.18622 -0.008 0.112 -0.008
C -1.35435 1.20349 -4.37341 -0.201 -0.053 -0.010
H 1.29877 1.17524 -3.06299 0.016 0.075 0.417
H -0.02866 -3.09706 -2.51654 -0.023 -0.002 0.028
H 1.30579 -5.02671 -3.19842 0.029 -0.006 -0.040
H 3.43842 -4.70543 -4.40676 0.003 0.021 -0.035
H 4.20744 -2.42102 -4.96112 0.006 0.015 0.022
H 2.92074 -0.46241 -4.19404 0.044 -0.013 0.019
H -2.31395 -1.39599 -2.40778 -0.018 -0.062 -0.008
H -4.28477 -1.26133 -3.86429 -0.012 0.025 -0.022
H -4.40388 0.45125 -5.64273 0.003 0.007 0.000
H -2.53322 2.03532 -5.95964 -0.004 -0.015 -0.004
H -0.53151 1.89315 -4.52237 -0.008 -0.003 -0.042
```
Forces are in eV/Å.